Below is a cluster of 4 separate species, C17H38B4O11S4 in total, with properties calculated with the ωB97M-V functional and the def2-TZVPD basis.

Each line ends with the Löwdin charge.
Cartesian coordinates (Å):
C1 1.692 -2.261 0.774  -0.075
C2 1.719 -3.175 -0.492  -0.221
O1 0.432 -3.403 -1.070  0.037
B1 -0.471 -3.938 -0.135  -0.401
O2 -1.366 -3.057 0.532  0.138
B2 -0.547 -5.600 0.188  -0.342
O3 -0.245 -6.515 -0.848  0.234
B3 -0.378 -7.840 -0.387  -0.272
O4 -0.160 -8.252 0.940  0.217
B4 -0.253 -7.208 1.875  -0.532
C3 0.304 -7.236 3.365  -0.353
S1 1.058 -8.816 3.907  0.841
C4 2.281 -9.332 2.654  -0.531
C5 3.623 -8.519 2.656  -0.149
O5 -0.944 -6.024 1.472  0.240
H1 0.863 -1.543 0.749  0.078
H2 2.642 -1.679 0.776  0.062
H3 1.707 -2.886 1.679  0.088
H4 2.217 -4.126 -0.214  0.120
H5 2.355 -2.693 -1.246  0.120
H6 -2.206 -3.512 0.490  0.086
H7 -0.653 -8.687 -1.173  0.115
H8 0.947 -6.354 3.542  0.082
H9 -0.569 -7.082 4.025  0.082
H10 2.532 -10.374 2.906  0.065
H11 1.898 -9.357 1.627  0.059
H12 3.571 -7.561 3.182  0.059
H13 3.917 -8.362 1.604  0.066
H14 4.411 -9.158 3.082  0.064
C6 0.976 1.430 4.156  -0.209
C7 2.028 2.543 4.142  -0.214
C8 3.143 2.110 3.183  -0.212
S2 2.371 1.036 1.975  0.682
O6 2.913 -0.297 2.121  -0.346
O7 2.337 1.701 0.691  -0.326
C9 0.738 1.068 2.695  -0.224
H15 0.054 1.750 4.642  0.118
H16 1.361 0.563 4.700  0.118
H17 1.575 3.465 3.779  0.086
H18 2.422 2.740 5.139  0.115
H19 3.589 2.960 2.670  0.104
H20 3.916 1.539 3.695  0.103
H21 0.257 0.101 2.561  0.104
H22 0.170 1.847 2.186  0.088
C10 -1.510 4.725 -1.113  -0.230
C11 -0.104 4.165 -1.351  -0.196
C12 0.833 4.829 -0.335  -0.210
S3 -0.180 5.241 1.083  0.681
O8 -0.236 6.678 1.215  -0.320
O9 0.187 4.390 2.195  -0.339
C13 -1.726 4.672 0.395  -0.222
H23 -2.262 4.156 -1.643  0.079
H24 -1.558 5.762 -1.461  0.117
H25 -0.111 3.084 -1.193  0.124
H26 0.234 4.343 -2.371  0.110
H27 1.632 4.159 -0.021  0.087
H28 1.255 5.755 -0.723  0.106
H29 -2.538 5.309 0.740  0.108
H30 -1.884 3.648 0.734  0.107
C14 -3.640 6.512 -5.653  -0.220
C15 -4.308 5.283 -6.279  -0.214
C16 -3.345 4.102 -6.112  -0.218
S4 -2.377 4.453 -4.645  0.667
O10 -1.002 4.645 -5.036  -0.313
O11 -2.754 3.526 -3.604  -0.331
C17 -3.099 6.050 -4.304  -0.236
H31 -4.339 7.340 -5.541  0.116
H32 -2.817 6.849 -6.289  0.121
H33 -5.244 5.072 -5.755  0.118
H34 -4.551 5.445 -7.328  0.115
H35 -3.874 3.162 -5.974  0.104
H36 -2.659 4.021 -6.953  0.107
H37 -2.344 6.715 -3.890  0.106
H38 -3.906 5.903 -3.585  0.112

Structure (SMILES): CCOB(O)B1OBOB(CSCC)O1.O=S1(=O)CCCC1.O=S1(=O)CCCC1.O=S1(=O)CCCC1
Frontier orbital gap (eV): 8.820
Relative energy (zero: lowest compared OMol25 entry of this formula, charge and spin) (kcal/mol): 0.0